[1]
Here is a structure of composition C21H19BF5N2O3SiTc at a distorted geometry from the Open Molecules 2025 dataset. Energies are from ωB97M-V with the def2-TZVPD basis set.

Its lowest unoccupied orbital energy (spin up / spin down) is -3.41 / -4.56 eV. The calculation puts the HOMO energy (spin up / spin down) at -11.616 / -11.719 eV. The net charge is +1. As for the HOMO-LUMO gap (spin up / spin down): 8.21 / 7.16 eV. As for the energy above the lowest of the compared OMol25 structures with the same formula, charge and spin: 0.4173 eV. As for the spin multiplicity: 4.

```
53
Properties=species:S:1:pos:R:3:lowdin_charge:R:1
Tc -0.0504 1.2418 0.4564 1.627
C -2.5560 1.2977 3.4571 -0.019
C -1.3939 0.3555 3.3849 -0.299
C -1.2605 -0.7652 4.2514 0.004
C -0.1923 -1.6332 4.0886 -0.020
C 0.7528 -1.4843 3.0863 0.002
C 0.5194 -0.4212 2.2215 -0.412
N -0.5185 0.4390 2.4021 0.000
N 1.2875 0.0292 1.1553 -0.177
Si 2.7634 -0.8835 0.5522 0.492
C 3.2118 0.1018 -1.0092 -0.141
C 2.2356 -2.6506 0.2248 -0.143
C 3.9250 -0.6403 1.9442 -0.160
H -2.5392 1.9532 4.3940 0.119
H -3.5166 0.7478 3.4086 0.099
H -2.5580 1.9553 2.5494 0.074
H -2.0082 -0.8288 5.0399 0.124
H -0.0747 -2.4289 4.7840 0.114
H 1.5337 -2.1803 2.9074 0.086
H 2.3944 0.3074 -1.6884 0.024
H 4.0849 -0.3215 -1.4570 0.030
H 3.5686 1.0107 -0.5951 0.017
H 1.3539 -2.7827 -0.3363 0.006
H 2.2140 -3.2598 1.1409 0.034
H 3.0917 -3.0871 -0.3910 0.071
H 4.9783 -1.0522 1.9771 0.075
H 3.4171 -0.9593 2.8922 0.039
H 3.8423 0.4026 2.1509 0.022
O -1.4965 -1.3969 -0.0353 0.123
B -0.9050 -0.2988 -0.7058 -0.571
O -0.5583 -0.4596 -2.0043 0.163
C -1.0661 -1.7893 -2.2669 -0.186
C -0.9504 -2.4084 -3.4507 0.007
C -1.4487 -3.7046 -3.4455 -0.048
C -2.1267 -4.2110 -2.3204 -0.091
C -2.1866 -3.5986 -1.1256 0.000
C -1.6124 -2.3211 -1.1340 -0.160
H -0.7113 -1.9116 -4.4250 0.155
H -1.3972 -4.2868 -4.3812 0.121
H -2.7987 -5.0929 -2.3577 0.128
H -2.7138 -4.0090 -0.2321 0.146
F -2.2177 6.2215 -3.2757 0.118
C -1.5084 5.2146 -2.6971 -0.084
C -0.1521 5.0640 -3.0642 -0.154
F 0.3642 5.8265 -3.9614 0.197
C 0.6132 4.0943 -2.4559 -0.122
F 1.8716 3.9435 -2.8555 0.151
C 0.0281 3.2430 -1.5392 -0.268
O 0.6715 2.1881 -1.0199 -0.201
C -1.1949 3.5282 -1.1590 -0.101
F -1.6221 2.6843 -0.1085 -0.043
C -2.0701 4.4596 -1.6951 -0.137
F -3.3178 4.5579 -1.2760 0.163
```

=====

[2]
Here is a structure of composition C21H19Cl40FN2O at a distorted geometry from the Open Molecules 2025 dataset. Energies are from ωB97M-V with the def2-TZVPD basis set.

Its lowest unoccupied orbital energy is -1.63 eV. The calculation puts the HOMO energy at -8.033 eV. The net charge is 0. As for the HOMO-LUMO gap: 6.40 eV. As for the spin multiplicity: 1.

```
84
Properties=species:S:1:pos:R:3:lowdin_charge:R:1
C 0.3327 0.3092 0.8111 -0.073
C -0.9487 0.0763 0.2580 -0.169
C -1.9888 1.2498 0.0089 -0.227
C -1.8153 1.8464 -1.4124 -0.380
N -1.6649 1.9216 -2.5235 0.057
C -3.4281 0.6256 0.2294 -0.355
F -3.3321 -0.0905 1.4394 -0.038
C -4.4533 1.7644 0.4909 -0.129
N -5.3678 2.3984 0.6320 0.196
C -3.8722 -0.3781 -0.9018 -0.049
C -4.1393 -1.8403 -0.4139 -0.731
O -3.2672 -2.5895 -0.1994 0.077
Cl -5.8257 -2.5196 -0.1883 0.563
H 0.5687 0.3461 1.9180 -0.053
H 1.1778 0.4559 0.0826 0.066
H -1.3166 -0.9414 -0.0478 0.093
H -1.8254 2.0708 0.7587 0.105
H -3.0964 -0.4401 -1.7026 0.067
H -4.8103 0.0120 -1.3839 0.138
C -5.5718 -0.8073 4.0194 -1.518
Cl -3.9365 -1.0944 4.6223 0.522
Cl -5.9716 0.9135 4.1016 0.522
Cl -5.7231 -1.4033 2.3638 0.510
H -6.2710 -1.3503 4.6465 -0.014
C -0.7047 -0.4721 -4.1783 -1.448
Cl -0.8677 -0.0809 -2.4642 0.714
Cl 0.7659 -1.4098 -4.4647 0.534
Cl -2.1251 -1.3525 -4.7532 0.549
H -0.6305 0.4571 -4.7345 0.018
C -2.6676 5.4418 1.1714 -1.510
Cl -2.0319 4.4690 -0.1615 0.583
Cl -1.5328 5.4515 2.5229 0.520
Cl -3.0096 7.0884 0.6307 0.537
H -3.5969 4.9925 1.5079 0.010
C 1.7037 3.7288 -2.0691 -1.527
Cl 0.7161 5.0069 -2.7794 0.502
Cl 1.2280 3.4408 -0.3918 0.513
Cl 1.5722 2.2368 -3.0101 0.547
H 2.7380 4.0512 -2.0817 -0.035
C 0.6046 9.1946 -3.2779 -1.532
Cl 1.6375 9.9549 -4.4930 0.526
Cl -0.1077 7.7062 -3.9099 0.493
Cl 1.5188 8.8671 -1.8009 0.517
H -0.1995 9.8813 -3.0361 0.014
C 1.5637 2.8879 4.2442 -1.517
Cl 0.7872 1.9197 2.9643 0.608
Cl 2.9450 3.7737 3.5896 0.529
Cl 0.4072 4.0001 4.9827 0.508
H 1.9213 2.2108 5.0098 -0.054
C 5.0276 5.0536 0.4704 -1.534
Cl 3.6043 5.7454 -0.3186 0.545
Cl 6.4455 5.1716 -0.5776 0.537
Cl 5.3066 5.8653 2.0108 0.522
H 4.8359 4.0037 0.6693 0.013
C 2.1458 -5.0565 -3.7704 -1.542
Cl 3.1802 -4.3071 -4.9929 0.509
Cl 1.4273 -6.5481 -4.3927 0.523
Cl 3.0624 -5.3781 -2.2953 0.506
H 1.3439 -4.3652 -3.5309 -0.007
C 1.0630 -5.6165 -8.4959 -1.558
Cl 0.1455 -6.5499 -9.6836 0.521
Cl 2.4210 -4.7914 -9.2693 0.516
Cl 0.0164 -4.4551 -7.6741 0.504
H 1.4585 -6.3028 -7.7540 -0.003
C 6.6773 -6.6938 -0.1827 -1.532
Cl 7.5065 -5.8354 1.1218 0.534
Cl 4.9549 -6.8544 0.1760 0.512
Cl 6.9167 -5.8633 -1.7224 0.526
H 7.1040 -7.6884 -0.2611 0.011
C 10.5943 -7.3703 2.4170 -1.571
Cl 11.6238 -6.6190 1.1937 0.520
Cl 9.8721 -8.8579 1.7937 0.511
Cl 11.5140 -7.6953 3.8902 0.524
H 9.7941 -6.6797 2.6597 -0.029
C -0.9993 0.8034 7.4951 -1.521
Cl -2.3403 1.4522 6.5515 0.517
Cl 0.4990 0.9140 6.5630 0.558
Cl -0.8458 1.6525 9.0364 0.535
H -1.1969 -0.2434 7.7003 0.017
C -9.9775 -2.2223 3.0178 -1.531
Cl -9.1909 -1.1913 4.2208 0.537
Cl -11.4867 -1.4892 2.4662 0.530
Cl -8.8963 -2.5230 1.6540 0.505
H -10.2110 -3.1734 3.4841 0.014
```

=====

[3]
Here is a structure of composition C21H19Cl5N5OSeSn from the Open Molecules 2025 dataset. Energies are from ωB97M-V with the def2-TZVPD basis set.

Its lowest unoccupied orbital energy is 2.01 eV. The calculation puts the HOMO energy at -4.499 eV. The net charge is -1. As for the HOMO-LUMO gap: 6.51 eV. As for the spin multiplicity: 1.

```
53
Properties=species:S:1:pos:R:3:lowdin_charge:R:1
Sn 0.3932 0.4854 0.7352 1.087
Cl 0.9778 -4.5718 6.4940 0.652
C 0.7326 -3.6716 5.0449 -0.725
C 1.5052 -2.5472 4.7725 -0.706
Cl 2.7193 -2.0581 5.8920 0.672
C 1.3076 -1.8202 3.6057 -0.591
Cl 2.2993 -0.4342 3.2764 0.659
C 0.3269 -2.1820 2.6610 -0.482
O 0.1134 -1.5491 1.5517 -0.358
C -0.4352 -3.3339 2.9657 -0.606
Cl -1.6292 -3.8142 1.8170 0.700
C -0.2385 -4.0614 4.1266 -0.706
Cl -1.1984 -5.4589 4.4400 0.668
N -1.3796 0.2803 -0.8030 -0.071
C -1.2104 -0.8976 -1.6621 -0.228
C 0.2072 -0.8863 -2.2033 -0.275
N 1.1207 -1.0135 -1.0696 -0.080
H -2.2589 0.2858 -0.2950 0.068
H -1.3210 1.1410 -1.3479 0.078
H -1.9358 -0.9213 -2.4803 0.123
H -1.3709 -1.7828 -1.0419 0.112
H 0.4186 0.0724 -2.6836 0.059
H 0.3298 -1.6772 -2.9514 0.117
H 2.0821 -0.8036 -1.3119 0.082
H 1.0540 -1.9195 -0.6168 0.084
C 3.5758 7.6609 -3.8771 -0.068
C 3.0826 6.3773 -3.2652 -0.291
C 3.7081 5.1668 -3.5205 -0.037
C 3.2605 3.9746 -2.9614 -0.321
C 3.9896 2.7042 -3.2865 -0.119
C 2.1452 3.9781 -2.1098 -0.553
Se 1.5436 2.3288 -1.3405 0.513
C 1.5021 5.1972 -1.8370 -0.306
C 0.3030 5.3098 -0.9382 -0.085
C 1.9823 6.3644 -2.4200 -0.036
H 4.4479 7.4841 -4.5075 0.066
H 3.8601 8.3845 -3.1100 0.073
H 2.8070 8.1299 -4.4951 0.073
H 4.5732 5.1453 -4.1762 0.104
H 4.8342 2.9068 -3.9472 0.065
H 3.3262 1.9833 -3.7690 0.058
H 4.3550 2.2173 -2.3806 0.057
H 0.0561 4.3593 -0.4744 0.008
H -0.5706 5.6511 -1.4984 0.083
H 0.4830 6.0423 -0.1487 0.080
H 1.4734 7.2986 -2.1993 0.117
N -1.9075 1.3262 1.7813 0.053
C -2.8551 1.8965 1.4208 -0.235
C -3.9824 2.5415 0.9244 -0.303
C -4.1424 3.9326 1.0699 -0.262
N -4.2791 5.0729 1.1879 0.108
C -4.9271 1.7558 0.2357 -0.276
N -5.7012 1.1022 -0.3213 0.101
```

=====

[4]
Here is an isolated molecule of C21H19ClN2O4S at a distorted geometry from the Open Molecules 2025 dataset. Energies are from ωB97M-V with the def2-TZVPD basis set.

Its lowest unoccupied orbital energy is 0.20 eV. The calculation puts the HOMO energy at -8.656 eV. The net charge is 0. As for the SMILES: O=C(NCc1ccco1)c1cc(S(=O)(=O)N2CCCc3ccccc32)ccc1Cl. As for the HOMO-LUMO gap: 8.85 eV. As for the energy above the lowest of the compared OMol25 structures with the same formula, charge and spin: 2.4026 eV. As for the spin multiplicity: 1.

```
48
Properties=species:S:1:pos:R:3:lowdin_charge:R:1
O -4.0620 -1.7107 -0.1109 0.057
C -3.0933 -1.0780 0.2452 -0.481
N -3.1665 0.1125 0.8806 0.088
C -4.4265 0.8143 1.0543 -0.083
C -4.5154 1.9931 0.1429 -0.266
C -4.9952 2.1218 -1.1270 -0.016
C -4.7624 3.4673 -1.5033 -0.061
C -4.1538 4.0523 -0.4379 -0.122
O -3.9959 3.1701 0.5626 0.044
C -1.6812 -1.5512 0.0329 -0.132
C -0.7361 -0.6930 -0.5197 -0.007
C 0.5486 -1.1349 -0.7613 -0.272
S 1.7351 0.0017 -1.4860 0.696
O 2.0211 -0.4562 -2.8131 -0.271
O 1.2406 1.3351 -1.3133 -0.261
N 3.1108 -0.2576 -0.5566 -0.163
C 4.3195 -0.6768 -1.2353 -0.185
C 5.3063 0.4812 -1.3345 -0.157
C 5.7032 0.8988 0.0769 -0.143
C 4.4903 1.0766 0.9500 -0.154
C 4.5830 1.8078 2.1262 -0.040
C 3.4869 1.9956 2.9468 -0.086
C 2.2691 1.4393 2.5937 -0.074
C 2.1582 0.6962 1.4346 -0.020
C 3.2594 0.5110 0.6036 -0.205
C 0.9219 -2.4356 -0.4795 -0.037
C -0.0054 -3.3035 0.0674 -0.071
C -1.3004 -2.8637 0.3215 -0.585
Cl -2.4226 -3.9502 1.0290 0.765
H -2.3222 0.6212 1.0914 0.143
H -4.5145 1.1409 2.0945 0.133
H -5.2157 0.0976 0.8172 0.131
H -5.4574 1.3549 -1.7132 0.114
H -5.0143 3.9282 -2.4358 0.100
H -3.7977 5.0495 -0.2724 0.119
H -0.9834 0.3253 -0.7811 0.128
H 4.0191 -1.0285 -2.2220 0.109
H 4.7637 -1.5064 -0.6723 0.134
H 4.8179 1.3109 -1.8490 0.127
H 6.1822 0.1812 -1.9102 0.117
H 6.3479 0.1307 0.5176 0.125
H 6.2749 1.8287 0.0543 0.119
H 5.5354 2.2442 2.3920 0.114
H 3.5808 2.5731 3.8536 0.101
H 1.4048 1.5777 3.2255 0.103
H 1.2154 0.2518 1.1594 0.093
H 1.9301 -2.7554 -0.6876 0.121
H 0.2615 -4.3217 0.3013 0.110
```

=====

[5]
Here is an isolated molecule of C21H19F3N4 at a distorted geometry from the Open Molecules 2025 dataset. Energies are from ωB97M-V with the def2-TZVPD basis set.

Its lowest unoccupied orbital energy is 0.30 eV. The calculation puts the HOMO energy at -8.389 eV. The net charge is 0. As for the SMILES: Cc1ccc(C2=C[C@@](C)(c3ccc(C)cc3)Nc3nc(C(F)(F)F)nn32)cc1. As for the HOMO-LUMO gap: 8.69 eV. As for the energy above the lowest of the compared OMol25 structures with the same formula, charge and spin: 0.1809 eV. As for the spin multiplicity: 1.

```
47
Properties=species:S:1:pos:R:3:lowdin_charge:R:1
C -3.4314 6.0592 0.2482 -0.059
C -3.2219 4.5865 0.0548 -0.294
C -3.3918 3.6950 1.1171 -0.021
C -3.1395 2.3180 0.9133 -0.017
C -2.6080 1.8372 -0.2836 -0.162
C -2.0969 0.4332 -0.4691 -0.054
C -0.9825 0.1964 -1.2860 0.029
C -0.3049 -1.1540 -1.3932 -0.430
C -0.0188 -1.4370 -2.8702 -0.027
C 1.0104 -1.2619 -0.5665 -0.140
C 1.6937 -2.4695 -0.3671 -0.036
C 2.8430 -2.5293 0.4152 -0.049
C 3.3709 -1.3961 1.0274 -0.270
C 4.6161 -1.5786 1.8755 -0.049
C 2.6981 -0.1955 0.8138 -0.038
C 1.5511 -0.0991 0.0121 -0.017
N -1.2306 -2.2341 -0.9833 0.149
C -2.1841 -1.9409 -0.0554 -0.365
N -2.7987 -2.8565 0.5961 0.203
C -3.7038 -2.0943 1.3788 -0.187
C -4.7052 -2.7234 2.3484 -0.500
F -4.0993 -3.6017 3.2160 0.112
F -5.6910 -3.3676 1.6735 0.127
F -5.3161 -1.7564 3.1021 0.110
N -3.6094 -0.7715 1.2083 0.180
N -2.6385 -0.6953 0.2578 0.014
C -2.4492 2.7654 -1.3336 -0.045
C -2.7858 4.0957 -1.1733 -0.050
H -4.4907 6.2948 0.3975 0.083
H -2.9947 6.6396 -0.6033 0.086
H -2.8552 6.3541 1.1480 0.087
H -3.6879 4.0769 2.0715 0.107
H -3.2320 1.6917 1.7768 0.092
H -0.5074 1.0272 -1.8696 0.134
H 0.5391 -2.3878 -2.9611 0.089
H -0.9305 -1.5533 -3.4579 0.090
H 0.5712 -0.6525 -3.3088 0.080
H 1.3551 -3.4130 -0.7804 0.108
H 3.3007 -3.5176 0.6072 0.124
H 5.3614 -2.1513 1.3545 0.072
H 5.0563 -0.6239 2.1187 0.066
H 4.3940 -2.0160 2.8572 0.087
H 3.0342 0.7085 1.2998 0.107
H 1.1874 0.9296 -0.1212 0.115
H -0.8470 -3.1434 -0.8550 0.125
H -2.1450 2.3746 -2.3096 0.111
H -2.6797 4.7772 -2.0500 0.124
```

=====

[6]
Here is a structure of composition C21H19F4N7P2Pd from the Open Molecules 2025 dataset. Energies are from ωB97M-V with the def2-TZVPD basis set.

Its lowest unoccupied orbital energy (spin up / spin down) is -3.18 / -3.18 eV. The calculation puts the HOMO energy (spin up / spin down) at -8.914 / -8.914 eV. The net charge is 0. As for the HOMO-LUMO gap (spin up / spin down): 5.73 / 5.73 eV. As for the energy above the lowest of the compared OMol25 structures with the same formula, charge and spin: 0.0000 eV. As for the spin multiplicity: 1.

```
54
Properties=species:S:1:pos:R:3:lowdin_charge:R:1
Pd -0.5466 1.2126 0.4454 0.469
C -2.3145 3.2825 2.4325 -0.232
P -1.8852 1.5395 2.1703 0.719
C -3.4729 0.6768 2.2851 -0.236
C -0.9949 1.0270 3.6918 -0.392
C 0.4778 1.4312 3.6076 -0.397
P 1.1826 0.8664 2.0034 0.769
C 2.6875 1.8551 1.7809 -0.246
C 1.8416 -0.7896 2.3467 -0.244
H -2.9289 3.4013 3.3261 0.053
H -2.8630 3.6439 1.5628 0.047
H -1.4074 3.8780 2.5324 0.045
H -3.9898 0.9736 3.1996 0.056
H -3.3045 -0.3993 2.3058 0.027
H -4.0961 0.9144 1.4249 0.034
H -1.0872 -0.0622 3.7408 0.068
H -1.4853 1.4415 4.5757 0.091
H 1.0506 1.0349 4.4484 0.089
H 0.5776 2.5204 3.6308 0.079
H 3.3089 1.8234 2.6774 0.054
H 2.4257 2.8881 1.5535 0.046
H 3.2641 1.4483 0.9478 0.023
H 2.5624 -0.7488 3.1648 0.054
H 2.3486 -1.1578 1.4534 0.037
H 1.0341 -1.4759 2.5957 0.014
N 4.7033 -0.2494 -0.8118 0.108
C 3.8138 -0.0144 -1.5140 -0.406
N 2.7907 0.2485 -2.3298 0.073
C 1.7103 0.5672 -1.7051 -0.363
N 0.7180 0.8589 -1.1693 0.046
F 0.8647 -2.7627 -0.1125 0.130
C 0.5191 -2.4088 -1.3455 -0.152
C 1.4263 -2.4999 -2.3258 -0.162
F 2.6311 -2.9562 -2.0415 0.149
C 1.1314 -2.1276 -3.7001 -0.021
C -0.2305 -1.6689 -3.9179 -0.128
C -1.1368 -1.5922 -2.9351 -0.140
F -2.3580 -1.1617 -3.2187 0.140
C -0.8337 -1.9398 -1.5611 -0.029
C -1.7433 -1.8221 -0.5584 -0.139
C -1.4543 -2.0736 0.8257 -0.179
N -1.2861 -2.1846 1.9571 0.212
C -3.1043 -1.3985 -0.7353 -0.190
N -4.2099 -1.0869 -0.7533 0.220
F -0.5853 -1.3100 -5.1406 0.149
C 2.0510 -2.2000 -4.6941 -0.116
C 1.7783 -1.8554 -6.0613 -0.158
N 1.6362 -1.6198 -7.1760 0.211
C 3.4069 -2.6284 -4.4977 -0.162
N 4.5076 -2.9483 -4.4324 0.221
C -2.0980 1.8039 -0.7888 -0.264
H -1.8412 2.8249 -1.0834 -0.010
H -3.1131 1.7981 -0.3928 -0.037
H -2.0792 1.1821 -1.6841 -0.030
```